[1]
Below is C4H5NO2 as an isolated structure, with properties calculated with ωB97M-V/def2-TZVPD.

Values from the calculation:
Calculated total energy, eV: -9812.17943
F_max, eV/A: 0.9
Energy above the lowest of the compared OMol25 structures with the same formula, charge and spin, kJ/mol: 206.03
HOMO, eV: -10.00

Each line ends with the natural charge from an NBO analysis.
Geometry (Å):
O1 0.897 0.836 -1.226  -0.50
O2 -0.465 -1.209 -0.900  -0.52
N1 -0.676 -0.552 1.272  -0.48
C1 -1.138 -1.203 0.284  0.38
C2 0.053 1.351 -0.120  -0.07
C3 0.807 -0.440 -0.654  0.34
C4 0.462 0.133 0.717  -0.15
H1 1.290 0.317 1.402  0.22
H2 -0.971 1.277 -0.490  0.19
H3 -2.080 -1.744 0.343  0.19
H4 1.621 -1.113 -0.944  0.19
H5 0.201 2.348 0.315  0.20

***

[2]
Below is one molecule with the formula CHN3OS, with properties calculated with ωB97M-V/def2-TZVPD.

Values from the calculation:
Calculated total energy, eV: -18403.09195
F_max, eV/A: 5.5
Energy above the lowest of the compared OMol25 structures with the same formula, charge and spin, kJ/mol: 296.44
Structure (SMILES): Sc1nnno1
HOMO, eV: -10.38

Each line ends with the natural charge from an NBO analysis.
Geometry (Å):
S1 1.301 -0.478 1.304  0.09
O1 -0.479 0.942 0.279  -0.33
N1 -0.272 -0.717 -1.048  -0.35
N2 -1.082 0.095 -1.567  -0.01
N3 -1.357 1.085 -0.870  0.08
C1 0.099 -0.204 0.077  0.35
H1 1.402 -1.903 0.836  0.19

***

[3]
Below is C62H58N3O5P2S4Ti as an isolated structure, with properties calculated with ωB97M-V/def2-TZVPD.

Values from the calculation:
Calculated total energy, eV: -164975.11893
F_max, eV/A: 1.2
Energy above the lowest of the compared OMol25 structures with the same formula, charge and spin, kJ/mol: 47.70
HOMO, eV: -10.15
Charge: +1

Each line ends with the Löwdin charge.
Geometry (Å):
Ti1 0.609 0.559 -0.436  0.64
S1 1.639 5.516 3.125  0.65
S2 0.294 -1.994 2.065  0.92
S3 -0.745 -1.287 -0.960  0.73
S4 2.346 1.463 -1.676  0.79
P1 -2.898 -2.206 2.075  1.10
P2 2.437 -1.429 -0.419  1.03
O1 0.918 5.575 4.362  -0.28
O2 1.332 -1.053 2.604  -0.47
O3 1.557 1.456 1.154  -0.13
O4 -0.493 0.834 1.224  -0.16
O5 2.988 5.986 3.024  -0.28
N1 1.559 3.940 2.623  -0.12
N2 -0.470 2.500 -1.151  -0.18
N3 -0.313 0.538 -3.435  -0.15
C1 -0.500 -2.741 3.469  -0.41
C2 -2.793 -5.517 -1.156  -0.09
C3 -1.419 6.923 0.937  -0.04
C4 4.233 -0.210 1.265  -0.08
C5 0.497 1.351 1.847  -0.61
C6 -3.632 -3.436 -0.286  -0.12
C7 0.394 1.845 3.252  -0.05
C8 0.295 -3.113 4.549  -0.08
C9 -0.065 4.624 -2.378  -0.03
C10 1.733 3.051 -2.111  -0.54
C11 0.762 0.777 -4.407  -0.07
C12 -5.114 -1.276 3.424  -0.11
C13 -1.982 -5.648 -0.040  -0.06
C14 2.105 5.140 -3.259  -0.06
C15 1.259 -3.360 1.438  -0.33
C16 -2.150 -3.211 -4.155  -0.07
C17 -7.120 -2.495 3.937  -0.08
C18 0.700 6.320 1.866  -0.29
C19 3.290 -1.614 -4.430  -0.09
C20 -1.580 8.156 -1.262  -0.04
C21 2.187 -3.051 0.436  -0.31
C22 -5.358 -3.547 2.679  -0.09
C23 3.281 -1.236 -3.094  -0.15
C24 6.528 -1.136 0.006  -0.07
C25 -0.685 6.331 1.952  -0.06
C26 -1.677 -3.844 5.689  -0.05
C27 -1.889 -2.881 3.473  -0.35
C28 -1.738 -2.865 -2.882  -0.12
C29 -2.012 -4.685 0.965  -0.08
C30 2.553 -1.971 -2.157  -0.37
C31 0.412 3.411 -1.890  -0.27
C32 -0.955 -0.726 -3.681  -0.27
C33 4.123 -0.990 0.113  -0.34
C34 1.813 -3.439 -3.927  -0.06
C35 -1.982 -2.310 -5.199  -0.06
C36 1.475 2.862 3.618  -0.18
C37 2.959 -5.350 0.528  -0.04
C38 -1.038 3.262 0.005  -0.03
C39 -1.394 -1.079 -4.956  -0.02
C40 -2.837 -3.570 0.856  -0.40
C41 -1.265 1.653 -3.394  -0.15
C42 2.557 -2.716 -4.849  -0.06
C43 -6.617 -3.600 3.262  -0.07
C44 -4.591 -2.384 2.757  -0.40
C45 0.606 7.495 -0.212  -0.04
C46 3.046 -4.066 0.014  -0.08
C47 -1.141 -1.624 -2.640  -0.51
C48 1.997 -5.648 1.479  -0.04
C49 0.771 5.480 -3.071  -0.07
C50 -0.298 -3.665 5.668  -0.06
C51 5.483 0.111 1.773  -0.06
C52 1.355 6.907 0.794  -0.04
C53 2.583 3.935 -2.781  -0.09
C54 -3.625 -4.408 -1.274  -0.12
C55 -0.786 7.506 -0.161  -0.27
C56 -1.641 2.059 -1.990  -0.14
C57 1.813 -3.071 -2.590  -0.10
C58 -2.460 -3.458 4.612  -0.05
C59 -6.368 -1.333 4.019  -0.08
C60 5.280 -1.464 -0.504  -0.09
C61 6.632 -0.344 1.140  -0.07
C62 1.157 -4.649 1.943  -0.08
H1 -2.185 1.406 -3.928  0.14
H2 -1.521 4.170 -0.347  0.08
H3 -1.279 7.777 -2.242  0.07
H4 0.384 6.416 -3.456  0.10
H5 -1.417 9.236 -1.271  0.09
H6 0.306 -3.957 6.519  0.11
H7 -2.783 -6.276 -1.929  0.11
H8 -1.402 -4.825 1.850  0.08
H9 5.561 0.719 2.665  0.11
H10 7.420 -1.506 -0.484  0.11
H11 7.608 -0.089 1.536  0.11
H12 2.439 6.909 0.759  0.12
H13 2.252 3.761 1.904  0.11
H14 0.386 0.910 -5.426  0.09
H15 -1.275 -0.378 -5.773  0.12
H16 -0.819 2.502 -3.911  0.12
H17 -7.205 -4.507 3.193  0.11
H18 1.368 -2.955 4.502  0.12
H19 1.226 -4.292 -4.246  0.11
H20 2.442 2.370 3.716  0.13
H21 -2.310 -2.562 -6.199  0.11
H22 2.771 5.812 -3.787  0.11
H23 1.229 3.305 4.577  0.11
H24 0.435 -4.871 2.716  0.10
H25 0.475 0.953 3.876  0.13
H26 3.643 -6.113 0.179  0.12
H27 -1.178 5.892 2.813  0.12
H28 -1.770 2.646 0.516  0.10
H29 1.309 1.676 -4.134  0.06
H30 1.233 -3.648 -1.880  0.11
H31 -6.760 -0.467 4.539  0.11
H32 -3.530 -3.589 4.663  0.10
H33 2.562 -3.008 -5.892  0.11
H34 1.912 -6.650 1.880  0.12
H35 3.618 3.654 -2.932  0.11
H36 3.342 0.131 1.767  0.07
H37 1.114 7.962 -1.049  0.12
H38 -2.609 -4.176 -4.331  0.11
H39 -2.365 2.877 -2.030  0.13
H40 -0.247 3.544 0.689  0.08
H41 -4.534 -0.361 3.473  0.10
H42 1.450 -0.066 -4.392  0.07
H43 3.834 -0.357 -2.795  0.07
H44 3.868 -1.039 -5.144  0.12
H45 -4.272 -2.567 -0.398  0.12
H46 -2.648 7.980 -1.141  0.08
H47 -2.113 1.231 -1.465  0.11
H48 -8.101 -2.540 4.395  0.11
H49 -4.264 -4.296 -2.143  0.12
H50 3.792 -3.856 -0.741  0.11
H51 -4.971 -4.416 2.161  0.11
H52 -1.101 4.906 -2.224  0.12
H53 5.220 -2.097 -1.380  0.10
H54 -0.605 2.256 3.393  0.14
H55 -1.333 -6.510 0.063  0.11
H56 -2.149 -4.283 6.560  0.11
H57 -2.502 6.944 1.002  0.12
H58 -1.879 -3.551 -2.050  0.06

***

[4]
Below is C28H26FeN9SSe2 as an isolated structure, with properties calculated with ωB97M-V/def2-TZVPD.

Values from the calculation:
Calculated total energy, eV: -218770.00513
F_max, eV/A: 1.7
Spin multiplicity: 6
Energy above the lowest of the compared OMol25 structures with the same formula, charge and spin, kJ/mol: 116.94
<S²>: 8.82
HOMO (alpha / beta), eV: -12.94 / -12.92
Charge: +2

Each line ends with the natural charge from an NBO analysis.
Geometry (Å):
Se1 -2.066 -3.339 -0.321  0.23
Se2 -1.320 -2.363 -2.294  0.21
Fe1 -0.337 -0.355 0.687  1.40
S1 -2.487 -0.635 2.209  -0.22
N1 1.869 -0.134 0.627  -0.25
N2 2.598 -0.249 1.635  -0.14
N3 -2.417 -0.050 -1.276  -0.53
N4 -1.916 1.950 2.250  -0.45
N5 0.446 -2.822 0.807  -0.55
N6 0.674 -0.178 2.972  -0.52
N7 0.482 0.662 -1.480  -0.45
N8 -3.625 1.252 3.623  -0.76
N9 -0.856 1.713 1.362  -0.69
C1 -0.400 4.379 -3.208  -0.17
C2 -2.682 0.943 2.730  0.30
C3 0.148 -0.098 4.189  0.06
C4 1.109 2.910 -2.052  -0.24
C5 3.588 -0.412 -3.118  -0.15
C6 2.428 -0.411 -0.597  0.03
C7 -4.545 0.162 -3.067  -0.13
C8 1.670 -3.171 1.220  0.04
C9 2.230 -4.419 1.006  -0.23
C10 -1.293 3.325 -3.366  -0.19
C11 -3.288 0.956 -1.201  0.06
C12 2.362 0.186 -2.951  -0.22
C13 4.232 -1.045 -2.044  -0.16
C14 0.894 0.151 5.334  -0.22
C15 0.810 4.156 -2.565  -0.20
C16 0.205 -5.057 -0.064  -0.25
C17 -0.271 -3.785 0.204  0.05
C18 -1.011 2.078 -2.842  -0.23
C19 3.667 -1.032 -0.789  -0.17
C20 1.723 0.162 -1.691  0.22
C21 -3.655 -0.898 -3.152  -0.25
C22 -2.619 -0.946 -2.234  0.03
C23 -4.357 1.106 -2.070  -0.24
C24 2.843 0.151 3.965  -0.19
C25 2.012 -0.069 2.869  0.25
C26 0.180 1.851 -2.140  0.15
C27 2.269 0.284 5.215  -0.13
C28 1.497 -5.373 0.327  -0.12
H1 -0.637 5.357 -3.602  0.24
H2 1.845 0.633 -3.789  0.24
H3 3.224 -4.633 1.370  0.24
H4 0.023 1.987 1.789  0.39
H5 0.407 0.216 6.296  0.25
H6 -3.824 2.192 3.927  0.41
H7 -0.920 -0.256 4.258  0.22
H8 4.170 -1.466 0.063  0.25
H9 2.883 0.470 6.085  0.25
H10 -3.755 -1.666 -3.906  0.25
H11 1.532 4.957 -2.476  0.24
H12 5.184 -1.534 -2.201  0.24
H13 -0.994 2.251 0.511  0.40
H14 2.226 -2.418 1.760  0.20
H15 4.065 -0.398 -4.089  0.25
H16 2.048 2.737 -1.540  0.22
H17 -5.038 1.937 -1.955  0.24
H18 -5.373 0.240 -3.759  0.25
H19 3.911 0.208 3.812  0.25
H20 -3.138 1.662 -0.395  0.18
H21 -4.238 0.516 3.932  0.44
H22 -1.664 1.247 -3.049  0.22
H23 -2.208 3.472 -3.924  0.23
H24 1.914 -6.347 0.112  0.25
H25 -0.418 -5.771 -0.582  0.26
H26 -2.013 2.876 2.643  0.40

***

[5]
Below is one molecule with the formula C9H10ClNSi, with properties calculated with ωB97M-V/def2-TZVPD.

Values from the calculation:
Calculated total energy, eV: -31384.26063
F_max, eV/A: 5.6
Energy above the lowest of the compared OMol25 structures with the same formula, charge and spin, kJ/mol: 0.00
Structure (SMILES): C[SiH](C)c1c(Cl)cccc1C#N
HOMO, eV: -9.67

Each line ends with the natural charge from an NBO analysis.
Geometry (Å):
Cl1 1.613 -1.473 -1.169  -0.03
Si1 0.036 0.572 1.094  1.33
N1 -2.682 2.856 -0.189  -0.27
C1 -0.457 -1.082 -2.808  -0.22
C2 -1.750 0.799 -1.236  -0.15
C3 -0.621 -0.826 2.285  -1.08
C4 -0.551 0.167 -0.729  -0.38
C5 0.022 -0.748 -1.582  0.02
C6 -2.320 0.407 -2.524  -0.15
C7 -1.646 -0.546 -3.275  -0.19
C8 1.891 0.470 1.559  -1.08
C9 -2.311 1.808 -0.536  0.24
H1 -0.512 1.836 1.515  -0.16
H2 0.214 -1.815 -3.358  0.24
H3 2.550 1.180 0.948  0.24
H4 1.837 0.833 2.545  0.23
H5 -1.303 -0.251 2.945  0.24
H6 -3.307 0.633 -2.754  0.23
H7 -1.042 -1.564 1.585  0.24
H8 0.202 -1.330 2.881  0.24
H9 -2.035 -0.819 -4.242  0.23
H10 2.343 -0.629 1.451  0.25